C4H4ClNO | ωB97M-V with the def2-TZVPD basis set

Structure (XYZ):
```
11
Properties=species:S:1:pos:R:3
C 1.750 -0.574 -0.073
C -0.496 0.538 0.059
C -1.173 -0.580 0.148
C -1.128 1.690 -0.008
H 2.783 0.010 -0.694
H 1.847 -0.809 1.023
H 1.192 -1.295 -0.832
H -0.887 -1.542 0.658
N -1.789 2.637 -0.027
O 0.830 0.563 -0.125
Cl -2.930 -0.637 -0.128
```

## Properties
E_tot, eV: -20269.0952
HOMO-LUMO gap, eV: 9.5
ΔE to the lowest compared entry with this formula, charge and spin, kcal per mole: 78.92

C4H4ClNO | ωB97M-V with the def2-TZVPD basis set

Structure (XYZ):
```
11
Properties=species:S:1:pos:R:3
C -2.233 0.232 -0.339
C -0.969 0.417 -0.513
N 0.203 0.385 -0.737
C 1.255 0.656 0.244
C 1.588 -0.671 0.400
O 2.441 -1.123 -0.281
Cl 0.247 -2.252 0.810
H -3.082 0.801 -0.679
H -2.584 -0.616 0.250
H 1.952 1.171 -0.376
H 1.181 1.001 1.219
```

## Properties
SMILES: C=C=NCC(=O)Cl
E_tot, eV: -20268.8092
HOMO-LUMO gap, eV: 8.9
ΔE to the lowest compared entry with this formula, charge and spin, kcal per mole: 85.52

C4H4ClNO2S | ωB97M-V with the def2-TZVPD basis set

Structure (XYZ):
```
13
Properties=species:S:1:pos:R:3
C -2.724 -0.137 0.335
C -0.538 -0.039 -0.634
C 2.490 -0.313 0.990
C -1.626 0.585 -0.143
N -3.673 -0.727 0.640
O 0.394 0.500 -1.218
O -1.864 1.951 -0.042
S 2.366 -0.313 -0.620
Cl -0.768 -1.747 -0.826
H 3.011 0.450 1.495
H 2.011 -1.002 1.616
H -1.160 2.429 -0.599
H 2.082 -1.636 -0.994
```

## Properties
E_tot, eV: -33151.3369
HOMO-LUMO gap (spin up / spin down), eV: 6.1 / 6.0
ΔE to the lowest compared entry with this formula, charge and spin, kcal per mole: 55.39

C4H4ClNO2S | ωB97M-V with the def2-TZVPD basis set

Structure (XYZ):
```
13
Properties=species:S:1:pos:R:3
C 1.473 0.420 -0.022
C -0.402 0.068 -0.357
C 1.823 -0.896 0.278
C -1.571 0.846 -0.697
N 0.678 -1.789 0.389
O 2.913 -1.328 0.578
O -0.505 -1.203 -0.113
S -1.978 1.796 0.912
Cl 2.259 1.761 -0.462
H -2.555 0.414 -0.935
H -1.426 1.637 -1.272
H 0.713 -2.667 -0.087
H -1.422 0.940 1.787
```

## Properties
E_tot, eV: -33149.7296
HOMO-LUMO gap (spin up / spin down), eV: 7.2 / 7.2
ΔE to the lowest compared entry with this formula, charge and spin, kcal per mole: 92.45

C4H4ClNOS | ωB97M-V with the def2-TZVPD basis set

Structure (XYZ):
```
12
Properties=species:S:1:pos:R:3
C -2.009 -0.232 -0.143
C -0.432 -0.181 -0.109
O -0.046 -1.540 -0.123
N 1.292 -1.649 0.084
C 1.697 -0.451 -0.116
Cl 3.394 -0.198 -0.144
C 0.672 0.538 -0.144
S 0.739 2.307 -0.109
H -2.400 0.072 0.979
H -2.554 0.441 -0.843
H -2.308 -1.387 -0.209
H 1.955 2.281 0.876
```

## Properties
SMILES: Cc1onc(Cl)c1S
E_tot, eV: -31105.0705
HOMO-LUMO gap, eV: 9.7
ΔE to the lowest compared entry with this formula, charge and spin, kcal per mole: 60.85

C4H4ClNS2 | ωB97M-V with the def2-TZVPD basis set

Structure (XYZ):
```
12
Properties=species:S:1:pos:R:3
N 3.051 0.411 -0.635
C 1.934 0.151 -0.301
C 0.565 -0.099 0.201
S 0.311 -0.544 1.939
C -0.284 1.046 -0.437
Cl -1.466 1.996 0.531
C -0.561 -0.292 -0.817
S -1.833 -1.318 -0.451
H 0.075 -1.784 1.489
H 0.179 1.893 -0.924
H -0.287 -0.520 -1.762
H -1.683 -0.942 1.168
```

## Properties
SMILES: N#C[C@@]1(S)[C@H](Cl)[C@@H]1S
E_tot, eV: -39892.4369
HOMO-LUMO gap, eV: 9.7
ΔE to the lowest compared entry with this formula, charge and spin, kcal per mole: 61.16

C4H4CoLiO5 | ωB97M-V with the def2-TZVPD basis set

Structure (XYZ):
```
15
Properties=species:S:1:pos:R:3
O 2.934 0.825 1.028
C 3.122 -0.379 0.868
O 2.426 -1.120 0.131
Li 1.727 -2.852 0.075
Co 1.201 0.609 -0.107
C -0.258 1.097 -1.637
C -1.409 1.339 -1.018
H 0.046 1.453 -2.622
H -1.589 2.207 -0.380
O -3.210 -1.642 -0.599
C -2.193 -0.915 -0.878
O -1.290 -1.362 -1.652
O -2.364 0.334 -0.638
H -3.723 -1.882 -1.387
H -0.863 -0.437 -2.352
```

## Properties
2S+1: 5
E_tot, eV: -52259.2055
⟨S²⟩: 6.015
HOMO-LUMO gap (spin up / spin down), eV: 7.7 / 6.8
ΔE to the lowest compared entry with this formula, charge and spin, kcal per mole: 86.10
Total charge: +2

C4H4F12MgN2O10S4 | ωB97M-V with the def2-TZVPD basis set

Structure (XYZ):
```
37
Properties=species:S:1:pos:R:3
Mg -0.381 1.294 -0.435
C -1.264 0.717 5.364
F -0.377 -0.309 5.623
F -1.745 1.163 6.601
F -0.664 1.774 4.737
S -2.640 0.116 4.178
O -3.498 -0.831 4.923
O -3.369 1.287 3.800
N -1.759 -0.538 2.790
S -1.695 -2.048 3.118
O -0.687 -2.642 2.222
O -1.438 -2.464 4.497
C -3.403 -2.882 2.534
F -4.422 -2.611 3.311
F -3.616 -2.540 1.264
F -3.202 -4.186 2.556
C 4.765 1.335 -2.738
F 6.103 1.176 -2.519
F 4.376 2.470 -2.177
F 4.591 1.388 -4.038
S 3.726 -0.159 -1.936
O 4.541 -1.367 -1.778
O 3.158 0.431 -0.744
N 2.170 -0.301 -2.753
S 2.502 -1.398 -3.872
O 3.524 -1.008 -4.871
O 2.823 -2.752 -3.356
C 0.835 -1.657 -4.723
F 0.926 -2.741 -5.458
F -0.102 -1.839 -3.829
F 0.502 -0.592 -5.537
O 0.546 4.764 -0.273
H 0.758 5.329 -1.016
H 0.461 5.364 0.468
O -3.647 1.986 -1.890
H -3.941 2.640 -2.524
H -4.455 1.630 -1.519
```

## Properties
E_tot, eV: -109052.5579
HOMO-LUMO gap, eV: 3.0
ΔE to the lowest compared entry with this formula, charge and spin, kcal per mole: 291.78

C4H4F12O14S4Zn | ωB97M-V with the def2-TZVPD basis set

Structure (XYZ):
```
39
Properties=species:S:1:pos:R:3
Zn 0.407 0.061 -0.066
C 3.055 2.239 -2.826
F 3.310 2.695 -1.572
F 3.276 3.264 -3.658
F 3.948 1.276 -3.071
S 1.308 1.643 -2.996
O 1.150 0.954 -1.712
O 0.535 2.835 -3.168
O 1.398 0.751 -4.124
C -0.468 -1.190 4.073
F 0.833 -0.891 4.347
F -0.941 -1.850 5.129
F -1.111 -0.031 3.961
S -0.550 -2.191 2.520
O 0.298 -3.325 2.817
O -1.943 -2.446 2.361
O 0.072 -1.265 1.578
C -1.934 3.257 1.759
F -0.776 3.928 1.641
F -1.866 2.534 2.890
F -2.920 4.149 1.922
S -2.257 2.198 0.281
O -3.414 1.442 0.658
O -2.406 3.152 -0.769
O -1.000 1.440 0.234
C -0.700 -3.530 -2.059
F -1.457 -4.572 -2.438
F -0.093 -3.874 -0.922
F 0.261 -3.388 -2.982
S -1.759 -2.029 -1.855
O -2.023 -1.630 -3.210
O -2.875 -2.502 -1.098
O -0.836 -1.169 -1.119
O 1.884 -1.485 -0.520
H 2.457 -1.635 -1.276
H 2.000 -2.224 0.086
O 1.547 0.958 1.436
H 1.211 1.734 1.895
H 2.379 0.720 1.849
```

## Properties
E_tot, eV: -157253.2180
HOMO-LUMO gap, eV: 8.2
ΔE to the lowest compared entry with this formula, charge and spin, kcal per mole: 14.50
Total charge: -2

C4H4F2 | ωB97M-V with the def2-TZVPD basis set

Structure (XYZ):
```
10
Properties=species:S:1:pos:R:3
F 2.245 0.484 -0.229
C 1.652 -0.681 0.002
C 0.439 -0.475 -0.166
C -0.321 0.773 -0.026
C -1.674 0.657 -0.071
F -2.072 -0.690 -0.219
H 2.347 -1.575 0.331
H -0.143 -1.437 0.129
H 0.174 1.670 -0.033
H -2.647 1.275 0.285
```

## Properties
SMILES: F/C=C\C=C/F
E_tot, eV: -9644.3427
HOMO-LUMO gap, eV: 10.0
ΔE to the lowest compared entry with this formula, charge and spin, kcal per mole: 48.65

C4H4F2 | ωB97M-V with the def2-TZVPD basis set

Structure (XYZ):
```
10
Properties=species:S:1:pos:R:3
C -1.242 0.823 0.879
C -0.192 0.740 -0.102
F -0.336 1.896 -0.979
C 0.837 0.001 -0.382
C 0.752 -1.407 -0.411
F -0.164 -2.172 0.180
H -1.438 -0.061 1.486
H -1.811 1.696 0.689
H 1.823 0.301 -0.820
H 1.772 -1.818 -0.540
```

## Properties
SMILES: C=C(F)/C=C\F
E_tot, eV: -9644.4858
HOMO-LUMO gap, eV: 8.7
ΔE to the lowest compared entry with this formula, charge and spin, kcal per mole: 45.35

C4H4F5N3 | ωB97M-V with the def2-TZVPD basis set

Structure (XYZ):
```
16
Properties=species:S:1:pos:R:3
F 1.471 -0.202 -2.160
C 1.756 -0.011 -0.874
F 1.523 -1.161 -0.236
F 3.063 0.231 -0.779
C 0.915 1.140 -0.287
F 0.948 2.193 -1.119
F 1.446 1.539 0.883
C -0.702 0.699 0.005
N -1.147 -0.175 -1.057
N -1.508 -1.249 -0.620
C -1.383 -1.333 0.809
N -0.812 -0.052 1.211
H -1.209 1.670 -0.035
H -2.375 -1.534 1.233
H -0.719 -2.170 1.047
H -1.268 0.414 1.979
```

## Properties
SMILES: FC(F)(F)C(F)(F)[C@H]1N=NCN1
E_tot, eV: -22269.4441
HOMO-LUMO gap, eV: 10.6
ΔE to the lowest compared entry with this formula, charge and spin, kcal per mole: 0.00